No. 1
The following is a DFT calculation (wB97M-V/def2-TZVPD) of a molecular structure, C17H25I2OP2Sn in a non-equilibrium geometry.

## Properties
HOMO: -16.338 eV
calculated total energy: -2229.3047 Eh
energy relative to the best compared isomer or geometry (same formula, charge and spin): 14.23 kcal/mol
strongest force on any atom: 5.6 eV/A
net charge: +3
orbital gap: 4.027 eV

Each line ends with the Löwdin charge.
CARTESIAN COORDINATES (ANGSTROEM)
I1 -2.01 -2.11 -2.70  0.467
I2 -2.06 -2.13 0.24  0.529
Sn1 0.15 0.48 0.19  1.045
P1 1.55 -1.91 0.30  0.737
P2 -1.69 1.97 -0.88  0.748
O1 -1.22 -0.16 3.21  0.181
C1 2.50 5.17 3.13  0.014
C2 -1.15 -0.33 2.07  -0.377
C3 1.11 -3.33 -0.74  -0.282
C4 1.49 6.04 2.79  -0.018
C5 1.32 1.87 1.71  -0.197
C6 3.32 -1.62 -0.06  -0.205
C7 3.51 2.92 3.24  0.034
C8 0.38 4.22 1.65  -0.063
C9 2.50 3.81 2.77  -0.137
C10 -2.74 1.20 -2.13  -0.303
C11 1.39 3.29 1.99  -0.170
C12 2.23 1.05 2.36  -0.177
C13 0.42 5.55 2.03  -0.029
C14 1.59 -2.68 1.97  -0.196
C15 3.39 1.56 3.01  -0.031
C16 -2.79 2.47 0.50  -0.197
C17 -0.80 3.35 -1.69  -0.200
H1 0.59 -3.07 2.19  0.060
H2 -2.09 0.79 -2.92  -0.001
H3 -0.48 3.86 1.08  0.052
H4 2.33 -3.50 1.93  0.095
H5 -0.29 2.94 -2.58  0.079
H6 3.71 -0.85 0.62  0.058
H7 -3.45 1.92 -2.57  0.096
H8 -0.39 6.23 1.77  0.124
H9 4.35 3.33 3.80  0.144
H10 0.11 -3.67 -0.46  -0.035
H11 1.51 7.08 3.10  0.132
H12 3.41 -1.29 -1.11  0.076
H13 2.06 -0.04 2.39  0.040
H14 -0.03 3.76 -1.02  0.046
H15 3.33 5.52 3.72  0.133
H16 -1.48 4.15 -2.00  0.096
H17 -3.29 0.38 -1.67  -0.001
H18 1.90 -1.94 2.73  0.055
H19 3.86 -2.57 0.08  0.090
H20 4.16 0.87 3.38  0.127
H21 -3.40 3.35 0.23  0.098
H22 1.83 -4.13 -0.56  0.092
H23 1.10 -3.01 -1.79  0.046
H24 -2.20 2.71 1.40  0.049
H25 -3.45 1.62 0.74  0.075



No. 2
The following is a DFT calculation (wB97M-V/def2-TZVPD) of a molecular structure, C6H10F2S in a non-equilibrium geometry.

## Properties
HOMO: -9.307 eV
calculated total energy: -832.4734 Eh
energy relative to the best compared isomer or geometry (same formula, charge and spin): 11.60 kcal/mol
strongest force on any atom: 5.0 eV/A
net charge: 0
orbital gap: 10.159 eV

Each line ends with the Löwdin charge.
CARTESIAN COORDINATES (ANGSTROEM)
S1 -2.48 -0.41 -1.07  0.889
F1 -0.34 0.94 -1.78  0.021
F2 -1.69 2.03 -0.49  0.017
C1 -0.31 0.23 0.87  0.057
C2 -1.20 0.80 -0.75  -0.748
C3 2.04 0.05 -0.03  -0.051
C4 -3.22 0.35 -2.55  -0.379
C5 0.96 -0.06 1.00  -0.391
C6 1.44 -0.55 2.34  -0.066
H1 0.60 -0.81 2.99  0.075
H2 2.43 -0.94 -0.25  0.088
H3 -4.15 -0.17 -2.73  0.029
H4 2.06 -1.44 2.21  0.080
H5 2.03 0.21 2.83  0.083
H6 -3.41 1.40 -2.35  0.036
H7 -1.09 0.15 1.60  0.075
H8 -2.55 0.23 -3.40  0.035
H9 1.69 0.50 -0.95  0.062
H10 2.86 0.65 0.36  0.087



No. 3
The following is a DFT calculation (wB97M-V/def2-TZVPD) of 2 unconnected molecules or ions with the total composition C27H25BrClO7PS in a non-equilibrium geometry.

## Properties
HOMO: -9.007 eV
calculated total energy: -5344.2901 Eh
strongest force on any atom: 1.3 eV/A
net charge: 0
orbital gap: 7.582 eV

Each line ends with the Löwdin charge.
CARTESIAN COORDINATES (ANGSTROEM)
Br1 2.40 -1.69 4.86  0.314
Cl1 0.21 -1.96 0.26  0.707
S1 -4.89 -1.14 1.85  0.878
P1 0.23 -1.80 5.42  0.592
O1 -2.53 -2.86 1.17  0.057
O2 3.81 -2.13 -2.86  0.104
O3 -0.88 0.87 3.88  0.109
O4 -3.69 3.73 2.93  -0.149
O5 -3.88 0.39 4.28  -0.009
O6 -0.01 -0.38 6.19  -0.366
O7 2.41 1.65 -6.38  0.106
C1 2.35 0.91 -4.14  -0.083
C2 0.69 -3.33 1.31  -0.665
C3 -1.04 -2.33 2.93  -0.188
C4 2.33 0.03 -1.90  -0.021
C5 -0.20 -3.51 2.58  -0.149
C6 1.67 2.04 -3.71  -0.003
C7 -3.30 -1.12 2.57  -0.450
C8 -3.75 1.81 4.32  -0.121
C9 -4.31 2.47 3.07  -0.189
C10 4.36 -1.75 -7.81  -0.058
C11 2.16 -3.17 1.60  -0.164
C12 -2.96 -0.29 3.57  -0.251
C13 4.47 -2.56 -5.55  -0.003
C14 4.76 -2.72 -6.89  -0.058
C15 1.63 1.15 -1.47  -0.060
C16 -4.60 4.76 2.54  -0.257
C17 3.46 -1.29 -3.66  -0.276
C18 2.70 -0.09 -3.23  -0.080
C19 -1.50 -0.18 3.85  -0.292
C20 2.70 0.78 -5.59  -0.277
C21 3.79 -1.43 -5.11  -0.082
C22 3.69 -0.62 -7.38  -0.003
C23 3.41 -0.45 -6.03  -0.082
C24 1.31 2.16 -2.38  -0.054
C25 -0.79 -1.49 3.94  -0.282
C26 -3.78 5.96 2.13  -0.062
C27 -2.30 -2.12 2.12  -0.365
H1 0.43 -3.82 3.40  0.097
H2 -4.12 6.86 2.62  0.068
H3 -0.88 -4.33 2.36  0.122
H4 1.34 1.24 -0.43  0.105
H5 -4.14 1.83 2.21  0.115
H6 2.59 -0.75 -1.20  0.095
H7 -2.74 2.16 4.50  0.120
H8 2.50 -4.00 2.22  0.081
H9 -5.22 4.40 1.71  0.116
H10 5.28 -3.60 -7.23  0.107
H11 -4.57 -1.39 0.58  -0.105
H12 4.77 -3.31 -4.83  0.120
H13 0.77 3.03 -2.04  0.107
H14 2.71 -3.20 0.67  0.072
H15 -3.85 6.14 1.06  0.069
H16 3.39 0.14 -8.09  0.120
H17 -5.38 2.62 3.20  0.123
H18 -5.21 4.99 3.41  0.117
H19 2.37 -2.21 2.05  0.018
H20 0.59 -4.23 0.73  0.099
H21 4.58 -1.89 -8.86  0.107
H22 1.41 2.81 -4.42  0.120
H23 0.32 0.32 5.61  0.033
H24 -4.34 2.15 5.16  0.132
H25 -2.74 5.78 2.34  0.075



No. 4
The following is a DFT calculation (wB97M-V/def2-TZVPD) of 2 unconnected molecules or ions with the total composition C15H9N8O4 in a non-equilibrium geometry.

## Properties
HOMO: -4.117 eV
calculated total energy: -1315.8301 Eh
energy relative to the best compared isomer or geometry (same formula, charge and spin): 2.97 kcal/mol
strongest force on any atom: 2.5 eV/A
net charge: -1
orbital gap: 4.935 eV

Each line ends with the Löwdin charge.
CARTESIAN COORDINATES (ANGSTROEM)
O1 0.36 1.97 -1.38  0.030
O2 -4.69 -2.82 -2.61  0.064
O3 -1.21 2.58 -2.79  0.050
O4 -4.84 -0.86 -3.55  0.028
N1 -4.23 -1.70 -2.86  -0.324
N2 -1.72 2.53 0.83  0.137
N3 -2.20 -3.54 -1.33  0.062
N4 6.54 1.65 2.16  0.111
N5 -0.68 1.73 -2.05  -0.316
N6 -0.89 -1.78 -1.15  -0.023
N7 -0.30 -2.81 -0.48  0.051
N8 -1.09 -3.85 -0.63  -0.025
C1 -2.47 0.02 -2.49  0.112
C2 -1.00 1.62 1.02  -0.299
C3 -0.81 -0.68 1.95  -0.093
C4 2.13 -0.31 1.68  -0.027
C5 1.21 0.76 1.51  -0.207
C6 3.49 -0.08 1.80  -0.045
C7 -0.46 -0.48 -1.18  0.046
C8 1.74 2.08 1.52  -0.021
C9 -2.10 -2.23 -1.65  -0.197
C10 -1.23 0.41 -1.93  -0.127
C11 3.99 1.24 1.81  -0.267
C12 5.39 1.47 1.99  -0.206
C13 -2.92 -1.28 -2.34  -0.067
C14 3.10 2.31 1.67  -0.038
C15 -0.19 0.52 1.33  -0.326
H1 -0.29 -1.59 1.64  0.038
H2 -0.77 -0.61 3.05  0.088
H3 0.57 -0.29 -0.89  0.131
H4 -1.86 -0.73 1.65  0.084
H5 -3.06 0.75 -3.04  0.135
H6 3.49 3.33 1.68  0.116
H7 1.06 2.93 1.44  0.109
H8 1.75 -1.34 1.70  0.102
H9 4.19 -0.92 1.89  0.115



No. 5
The following is a DFT calculation (wB97M-V/def2-TZVPD) of a molecular structure, C22H26N2O3 in a non-equilibrium geometry.

## Properties
HOMO: -7.904 eV
calculated total energy: -1188.5464 Eh
energy relative to the best compared isomer or geometry (same formula, charge and spin): 434.32 kcal/mol
strongest force on any atom: 17.8 eV/A
net charge: 0
orbital gap: 8.481 eV

Each line ends with the Löwdin charge.
CARTESIAN COORDINATES (ANGSTROEM)
O1 -1.80 -0.37 2.12  -0.191
O2 -1.02 -2.98 0.02  -0.062
O3 2.98 2.06 -1.30  0.067
N1 3.43 0.84 0.55  0.144
N2 -0.62 0.92 1.00  0.005
C1 -4.62 1.93 -0.64  -0.085
C2 2.84 1.67 -0.17  -0.573
C3 -5.00 0.87 -1.43  -0.189
C4 -3.40 -0.57 -0.70  -0.044
C5 1.86 2.70 0.53  -0.107
C6 0.57 0.69 1.98  -0.040
C7 0.18 -1.94 -1.54  0.056
C8 1.43 -1.40 -1.92  0.046
C9 -3.41 1.93 0.05  0.111
C10 2.46 -1.61 -0.77  -0.145
C11 -1.73 0.45 0.88  -0.408
C12 -0.22 1.56 -0.40  -0.123
C13 -2.85 0.33 0.16  -0.068
C14 -4.44 -0.23 -1.46  -0.179
C15 1.18 -2.84 0.50  -0.070
C16 1.30 2.02 1.94  -0.137
C17 0.47 2.83 -0.16  -0.174
C18 4.46 0.02 -0.37  -0.119
C19 0.12 -2.61 -0.23  -0.421
C20 -1.42 -3.54 1.43  0.079
C21 2.32 -2.21 0.33  -0.154
C22 3.75 -0.76 -1.44  -0.133
H1 2.05 1.96 2.69  0.090
H2 -0.68 -4.39 1.62  0.108
H3 5.25 0.77 -0.82  0.140
H4 -0.29 3.60 0.36  0.158
H5 0.75 3.16 -1.34  0.175
H6 4.60 -1.54 -1.57  0.134
H7 0.35 0.82 -1.06  0.122
H8 0.04 0.36 2.89  0.125
H9 1.50 -0.73 -2.73  0.094
H10 1.13 -0.14 1.31  0.151
H11 -3.03 2.59 0.50  -0.021
H12 1.09 -3.08 1.57  0.136
H13 0.73 2.61 2.58  0.085
H14 -4.87 -1.29 -2.01  0.194
H15 3.33 0.51 1.41  0.068
H16 -4.96 3.14 -0.78  0.175
H17 -1.19 -2.67 1.98  0.042
H18 -2.48 -3.82 1.26  0.106
H19 -0.57 -1.95 -2.12  0.040
H20 -2.88 -1.48 -0.47  0.112
H21 -1.16 1.44 -1.02  0.137
H22 5.10 -0.72 0.56  0.188
H23 3.70 -0.42 -2.33  0.018
H24 -5.92 1.00 -2.15  0.154
H25 2.36 3.52 0.77  0.083
H26 3.08 -2.15 1.02  0.105



No. 6
The following is a DFT calculation (wB97M-V/def2-TZVPD) of 5 unconnected molecules or ions with the total composition CH14NO4 in a non-equilibrium geometry.

## Properties
HOMO: -14.278 eV
calculated total energy: -401.9914 Eh
energy relative to the best compared isomer or geometry (same formula, charge and spin): 14.14 kcal/mol
strongest force on any atom: 1.6 eV/A
net charge: +1
orbital gap: 11.386 eV

Each line ends with the Löwdin charge.
CARTESIAN COORDINATES (ANGSTROEM)
O1 -1.06 -2.07 -0.24  -0.068
O2 0.57 -1.45 -2.48  -0.045
O3 0.63 -1.73 1.99  -0.075
O4 0.85 2.08 2.29  -0.027
N1 -0.58 1.01 0.20  0.153
C1 -0.33 1.75 -1.06  -0.030
H1 -0.88 1.35 -1.90  0.096
H2 1.08 -2.58 2.00  0.045
H3 1.52 1.63 2.82  0.083
H4 0.72 1.81 -1.29  0.100
H5 0.04 1.42 0.94  0.093
H6 1.47 -1.11 -2.53  0.064
H7 -0.19 -1.92 1.51  -0.008
H8 0.50 -2.00 -3.27  0.070
H9 -0.30 0.03 0.09  0.117
H10 0.51 2.79 2.84  0.079
H11 -0.70 2.77 -0.97  0.102
H12 -1.64 -2.84 -0.32  0.074
H13 -0.68 -2.05 -1.14  0.017
H14 -1.53 1.12 0.51  0.161